{
  "formula": "C26H60FN9O15PS",
  "method": "ωB97M-V/def2-TZVPD",
  "symbols": ["O", "C", "O", "N", "C", "P", "O", "O", "O", "S", "O", "O", "F", "H", "H", "H", "H", "C", "C", "O", "N", "C", "H", "H", "H", "H", "H", "H", "H", "C", "C", "O", "N", "C", "H", "H", "H", "H", "H", "H", "H", "C", "C", "O", "N", "C", "H", "H", "H", "H", "H", "H", "H", "C", "C", "O", "N", "C", "H", "H", "H", "H", "H", "H", "H", "C", "C", "O", "N", "C", "H", "H", "H", "H", "H", "H", "H", "C", "C", "O", "N", "C", "H", "H", "H", "H", "H", "H", "H", "C", "C", "O", "N", "C", "H", "H", "H", "H", "H", "H", "H", "C", "C", "O", "N", "C", "H", "H", "H", "H", "H", "H", "H"],
  "positions_angstrom": [[1.492, -1.961, -6.889], [1.375, -1.488, -5.762], [1.529, -1.979, -4.679], [0.853, -0.013, -5.717], [-0.472, -0.088, -5.085], [-1.438, 1.445, -5.162], [-0.848, 2.575, -4.464], [-1.831, 1.828, -6.664], [-2.866, 1.126, -4.459], [1.903, 0.889, -4.828], [3.217, 0.426, -4.989], [1.451, 1.111, -3.510], [1.873, 2.275, -5.558], [-1.034, -0.874, -5.596], [-0.408, -0.401, -4.046], [-1.102, 1.611, -7.257], [-2.648, 0.467, -3.788], [1.941, 2.625, 2.269], [1.813, 1.307, 1.542], [1.868, 0.236, 2.142], [1.637, 1.351, 0.207], [1.550, 2.520, -0.657], [2.078, 2.435, 3.332], [2.810, 3.174, 1.900], [1.037, 3.221, 2.137], [1.558, 0.442, -0.223], [0.589, 2.508, -1.170], [2.340, 2.467, -1.405], [1.646, 3.443, -0.093], [-2.681, 1.039, 0.962], [-3.149, 0.877, -0.466], [-2.490, 1.275, -1.408], [-4.351, 0.265, -0.678], [-5.280, -0.271, 0.300], [-1.719, 1.540, 0.959], [-3.388, 1.645, 1.531], [-2.564, 0.066, 1.441], [-4.595, 0.194, -1.653], [-5.427, -1.338, 0.112], [-6.242, 0.236, 0.202], [-4.910, -0.135, 1.311], [-2.199, -2.672, -2.551], [-2.768, -2.765, -3.948], [-2.131, -2.374, -4.915], [-4.005, -3.300, -4.082], [-4.864, -3.820, -3.025], [-1.207, -2.230, -2.609], [-2.830, -2.044, -1.919], [-2.112, -3.665, -2.109], [-4.335, -3.328, -5.033], [-5.083, -4.866, -3.237], [-5.802, -3.260, -3.016], [-4.379, -3.738, -2.051], [4.190, 0.502, 5.747], [4.629, 1.877, 5.315], [4.046, 2.891, 5.680], [5.704, 1.972, 4.494], [6.527, 0.904, 3.953], [3.323, 0.600, 6.393], [3.911, -0.098, 4.879], [4.986, 0.004, 6.303], [5.935, 2.921, 4.249], [7.561, 1.047, 4.272], [6.494, 0.939, 2.863], [6.181, -0.068, 4.287], [-2.644, -3.079, 1.627], [-3.304, -4.114, 0.753], [-4.127, -3.818, -0.103], [-2.952, -5.410, 0.938], [-2.000, -5.956, 1.888], [-3.025, -2.101, 1.356], [-2.871, -3.263, 2.678], [-1.563, -3.084, 1.477], [-3.430, -6.047, 0.321], [-1.212, -6.483, 1.348], [-2.509, -6.667, 2.542], [-1.553, -5.176, 2.493], [9.863, 5.524, 4.925], [9.110, 4.874, 3.789], [9.598, 3.984, 3.114], [7.848, 5.317, 3.537], [7.102, 6.355, 4.228], [10.844, 5.066, 4.998], [9.990, 6.592, 4.738], [9.336, 5.376, 5.868], [7.404, 4.843, 2.767], [6.184, 5.930, 4.639], [6.831, 7.139, 3.517], [7.683, 6.791, 5.033], [-4.691, -8.223, -4.029], [-6.076, -7.736, -4.385], [-6.537, -6.708, -3.922], [-6.804, -8.489, -5.254], [-6.427, -9.730, -5.905], [-4.243, -7.520, -3.335], [-4.741, -9.202, -3.551], [-4.064, -8.280, -4.920], [-7.715, -8.106, -5.447], [-6.462, -9.597, -6.987], [-7.135, -10.514, -5.629], [-5.428, -10.038, -5.618], [-1.223, 6.975, 3.791], [-0.475, 5.663, 3.823], [-1.052, 4.590, 3.783], [0.881, 5.716, 3.899], [1.735, 6.886, 3.955], [-2.287, 6.767, 3.730], [-1.031, 7.548, 4.700], [-0.932, 7.561, 2.919], [1.319, 4.807, 3.917], [2.421, 6.875, 3.106], [2.323, 6.860, 4.875], [1.154, 7.802, 3.930]],
  "mulliken_charge": [-0.76, 0.61, -0.58, 0.06, -1.05, 1.16, -0.63, -0.61, -0.50, 1.09, -0.66, -0.43, -0.25, 0.76, 0.27, 0.37, 0.15, -1.17, 0.61, -0.73, -0.04, -0.81, 0.30, 0.37, 0.45, 0.17, 0.22, 0.27, 0.35, -0.86, 0.73, -0.57, -0.07, -0.89, 0.10, 0.38, 0.10, 0.22, 0.18, 0.35, 0.33, -0.83, 0.51, -0.70, -0.09, 0.23, 0.24, 0.15, 0.39, 0.26, -0.18, 0.24, -0.16, -1.43, 0.95, -0.68, -0.04, -0.91, 0.30, 0.37, 0.43, 0.05, 0.30, 0.29, 0.37, -0.76, 0.78, -0.65, -0.17, -0.91, -0.48, 0.51, 0.48, 0.22, 0.30, 0.30, 0.34, -1.28, 0.83, -0.65, -0.17, -0.82, 0.30, 0.36, 0.34, 0.23, 0.27, 0.29, 0.31, -1.19, 0.80, -0.65, -0.18, -0.83, 0.19, 0.37, 0.36, 0.24, 0.28, 0.28, 0.31, -1.38, 0.94, -0.65, -0.02, -0.90, 0.30, 0.37, 0.36, 0.09, 0.28, 0.30, 0.35],
  "total_charge": -1,
  "homo_lumo_gap_ev": 6.80,
  "lumo_ha": 0.0631
}



{
  "formula": "C26H60N2O6V",
  "method": "ωB97M-V/def2-TZVPD",
  "symbols": ["V", "C", "C", "C", "C", "C", "C", "N", "O", "C", "C", "C", "H", "H", "H", "H", "H", "H", "H", "H", "H", "H", "H", "H", "H", "H", "H", "H", "H", "H", "C", "C", "C", "C", "C", "C", "N", "O", "C", "C", "C", "H", "H", "H", "H", "H", "H", "H", "H", "H", "H", "H", "H", "H", "H", "H", "H", "H", "H", "C", "C", "C", "O", "H", "H", "H", "H", "H", "H", "H", "H", "C", "C", "C", "O", "H", "H", "H", "H", "H", "H", "H", "H", "C", "O", "H", "H", "H", "H", "C", "O", "H", "H", "H", "H"],
  "positions_angstrom": [[28.819, 8.012, -22.510], [26.667, 11.486, -20.295], [27.589, 12.351, -21.170], [27.874, 13.586, -20.229], [29.008, 14.506, -20.689], [30.226, 13.666, -21.064], [30.042, 12.441, -22.043], [28.898, 11.641, -21.500], [28.799, 10.270, -22.097], [31.398, 11.689, -22.009], [29.846, 12.960, -23.472], [26.768, 12.804, -22.434], [27.151, 11.053, -19.421], [26.339, 10.679, -20.951], [25.759, 12.003, -19.984], [28.147, 13.148, -19.270], [26.993, 14.187, -20.002], [29.248, 15.140, -19.836], [28.709, 15.088, -21.561], [30.620, 13.232, -20.146], [30.916, 14.422, -21.441], [31.406, 11.211, -21.030], [32.234, 12.356, -22.220], [31.385, 10.935, -22.796], [30.755, 12.988, -24.072], [29.643, 14.021, -23.613], [29.147, 12.363, -24.057], [27.252, 13.662, -22.901], [25.833, 13.248, -22.091], [26.655, 11.981, -23.139], [26.642, 10.231, -25.701], [25.607, 9.164, -25.179], [24.316, 9.040, -26.030], [24.258, 8.231, -27.354], [24.932, 6.832, -26.998], [26.365, 6.896, -26.273], [26.229, 7.794, -25.107], [27.315, 7.570, -24.153], [27.435, 7.325, -27.344], [26.663, 5.394, -25.974], [25.093, 9.638, -23.880], [26.171, 11.211, -25.638], [26.892, 10.117, -26.755], [27.556, 10.222, -25.106], [24.132, 10.094, -26.239], [23.488, 8.678, -25.421], [24.854, 8.579, -28.197], [23.255, 7.935, -27.663], [24.944, 6.454, -28.020], [24.171, 6.268, -26.458], [28.349, 7.587, -26.812], [27.095, 8.266, -27.777], [27.556, 6.584, -28.134], [26.843, 4.860, -26.907], [25.813, 4.968, -25.440], [27.577, 5.109, -25.453], [25.826, 9.773, -23.085], [24.360, 8.881, -23.600], [24.629, 10.618, -23.991], [32.720, 8.134, -20.273], [31.492, 7.355, -20.623], [30.940, 6.441, -19.583], [30.423, 8.169, -20.961], [32.576, 8.699, -19.352], [32.839, 8.786, -21.138], [33.568, 7.472, -20.101], [31.799, 6.775, -21.494], [30.868, 6.977, -18.636], [31.681, 5.676, -19.355], [29.948, 6.036, -19.785], [30.315, 8.848, -20.291], [31.029, 4.529, -23.062], [29.573, 4.670, -23.239], [28.733, 3.545, -22.629], [29.146, 5.762, -22.461], [31.488, 5.414, -23.502], [31.403, 3.629, -23.551], [31.333, 4.500, -22.016], [29.308, 4.852, -24.280], [28.762, 3.422, -21.546], [29.154, 2.623, -23.029], [27.707, 3.704, -22.960], [28.396, 5.434, -21.958], [27.359, 7.312, -19.603], [27.294, 7.148, -21.053], [26.610, 8.058, -19.337], [27.054, 6.368, -19.151], [28.341, 7.512, -19.175], [26.479, 6.754, -21.374], [30.559, 8.613, -25.054], [30.657, 7.788, -23.972], [29.506, 8.889, -25.113], [31.224, 9.475, -25.003], [30.733, 8.029, -25.958], [31.571, 7.538, -23.817]],
  "mulliken_spin": [2.86, 0.00, 0.00, 0.00, 0.00, 0.00, 0.00, -0.01, 0.09, 0.00, 0.00, 0.00, 0.00, 0.00, 0.00, 0.00, 0.00, 0.00, 0.00, 0.00, 0.00, 0.00, 0.00, 0.00, 0.00, 0.00, 0.00, 0.00, 0.00, 0.00, 0.00, 0.00, 0.00, 0.00, 0.00, 0.00, 0.01, 0.02, 0.00, 0.00, -0.01, 0.00, 0.00, 0.00, 0.00, 0.00, 0.00, 0.00, 0.00, 0.00, 0.00, 0.00, 0.00, 0.00, 0.00, 0.00, 0.00, 0.00, 0.00, 0.00, 0.01, 0.01, -0.01, 0.00, 0.00, 0.00, -0.01, 0.00, 0.00, 0.00, 0.00, 0.00, 0.01, 0.00, -0.02, 0.00, 0.00, 0.00, 0.00, 0.00, 0.00, 0.00, 0.01, 0.01, 0.00, 0.00, 0.00, 0.00, 0.00, 0.02, 0.01, -0.02, 0.00, 0.00, 0.01],
  "homo_lumo_gap_ev": [5.75, 5.81],
  "lumo_ha": [0.0037, 0.0036],
  "multiplicity": 4
}